# 1
Here is a 3-piece molecular cluster, C20H44N2O4 overall from OMol25. Energies are from the ωB97M-V functional and the def2-TZVPD basis.

- net charge = 0
- relative energy (zero: lowest compared OMol25 entry of this formula, charge and spin) (eV) = 2.959
- HOMO energy (eV) = -8.21
- M (g/mol) = 376.582
- SMILES = CC1(C)CCCC(C)(C)N1O.CC1(C)CCCC(C)(C)N1O.OCCO
- maximum force (hartree/bohr) = 0.04232
- calculated total energy (eV) = -32620.0350

Structure (XYZ):
```
70
C20H44N2O4 | OMol25 | the ωB97M-V functional and the def2-TZVPD basis
C 0.07984 -2.18473 -5.86627
C 0.98272 -0.97246 -5.68696
C 2.46560 -1.41746 -5.58216
C 0.76882 -0.05362 -6.89333
C 1.33699 1.36379 -6.66172
C 0.64744 1.96574 -5.44039
C 0.76051 1.09807 -4.18101
C 2.12496 1.27998 -3.53292
C -0.29157 1.64246 -3.20870
N 0.41958 -0.29687 -4.49682
O 0.56275 -1.11605 -3.35341
H -0.99853 -2.04442 -5.94082
H 0.46533 -2.85071 -6.64482
H 0.08504 -2.83529 -4.98084
H 2.42394 -2.21823 -4.84333
H 2.83464 -1.78626 -6.53727
H 3.12723 -0.61832 -5.26119
H 1.29955 -0.44801 -7.76215
H -0.28512 0.04687 -7.16391
H 2.36008 1.17942 -6.30710
H 1.27716 1.98537 -7.54887
H -0.39795 2.06443 -5.76882
H 0.99425 2.99579 -5.33138
H 2.24029 2.16939 -2.90727
H 2.98804 1.20064 -4.19448
H 2.27405 0.50143 -2.77431
H -1.28253 1.34204 -3.55500
H -0.24015 2.72811 -3.12609
H -0.15024 1.27714 -2.18744
H -0.19004 -0.86483 -2.80326
C 0.23835 1.29353 7.70453
C 0.52558 0.79343 6.28229
C 1.22308 1.93431 5.48298
C 1.47433 -0.37394 6.41603
C 1.69762 -1.14465 5.10223
C 0.37618 -1.70903 4.65380
C -0.76474 -0.64622 4.55694
C -0.63905 0.08929 3.21003
C -2.07945 -1.43584 4.52938
N -0.73586 0.35244 5.65937
O -1.64242 1.39064 5.39087
H -0.00231 2.35439 7.62861
H -0.49891 0.66699 8.19743
H 1.14678 1.18833 8.30230
H 2.07066 2.13707 6.14479
H 1.53310 1.79804 4.44995
H 0.63803 2.85940 5.44662
H 2.48068 -0.12538 6.75322
H 1.05852 -1.12039 7.09904
H 2.20488 -0.56088 4.32996
H 2.35846 -2.00656 5.24800
H -0.00544 -2.46053 5.34833
H 0.46396 -2.15347 3.66140
H 0.13941 0.83143 3.03430
H -1.58676 0.45284 2.80385
H -0.42326 -0.69630 2.47106
H -2.32436 -1.72052 5.56040
H -1.92757 -2.38166 4.01326
H -2.94622 -0.84937 4.23103
H -1.24784 1.88030 4.64295
O -3.11491 -0.81140 -2.25079
C -2.70415 0.01265 -1.13783
C -3.36964 -0.59811 0.08673
O -3.16676 -1.99109 0.23770
H -3.36788 -0.22534 -2.96969
H -1.63462 -0.16068 -1.00518
H -3.04252 1.03693 -1.26339
H -4.46196 -0.49427 -0.00996
H -3.00798 -0.12162 1.00072
H -3.61767 -2.41820 -0.50122
```


# 2
Here is C20H44NO2P2Sn as an isolated structure from OMol25. Energies are from the ωB97M-V functional and the def2-TZVPD basis.

- net charge = +1
- HOMO energy (alpha / beta) (eV) = -8.14 / -8.46
- M (g/mol) = 511.236
- maximum force (hartree/bohr) = 0.24228
- calculated total energy (eV) = -51433.6202

Structure (XYZ):
```
70
C20H44NO2P2Sn | OMol25 | the ωB97M-V functional and the def2-TZVPD basis
Sn -0.00561 0.00499 -0.46840
P 0.20669 -2.22171 -0.79020
P 0.20669 2.25449 -0.50920
N 1.87829 0.06029 -1.34970
C 1.84999 -2.35641 -1.64970
H 2.35719 -3.31881 -1.46100
H 1.65599 -2.26951 -2.73410
C 2.66719 -1.14761 -1.18610
H 3.00919 -1.31671 -0.13070
H 3.59949 -1.08351 -1.79290
C 2.66719 1.23819 -1.03630
H 3.59949 1.25039 -1.64640
H 3.00919 1.27389 0.03190
C 1.84999 2.49559 -1.34510
H 1.65589 2.54489 -2.43180
H 2.35719 3.42689 -1.03760
C 0.41779 3.10299 1.15220
C -0.71011 2.76279 2.14140
H -0.43141 3.10939 3.15290
H -0.89891 1.67989 2.19110
H -1.65471 3.25999 1.86460
C -1.00601 3.22099 -1.57780
C -2.39741 3.31639 -0.92980
H -3.13641 3.66559 -1.67370
H -2.39741 4.04379 -0.09940
H -2.73831 2.34569 -0.53500
C -1.00601 -3.04701 -1.97130
C -2.39741 -3.22281 -1.34030
H -3.13641 -3.47621 -2.12200
H -2.73831 -2.30901 -0.82720
H -2.39741 -4.04831 -0.60730
C 0.41779 -3.27131 0.75200
C -0.71011 -3.05751 1.77600
H -0.43141 -3.52801 2.73620
H -1.65471 -3.51631 1.43920
H -0.89891 -1.98941 1.96080
C -1.66321 -0.03571 0.18020
C -0.52221 4.58619 -2.09500
H -0.48451 5.33849 -1.29130
H 0.47719 4.52749 -2.55720
H -1.22461 4.95769 -2.86410
C -0.52221 -4.33681 -2.65520
H -1.22461 -4.60921 -3.46470
H 0.47719 -4.22081 -3.10640
H -0.48451 -5.18381 -1.95180
C 0.68369 -4.76561 0.51400
H 1.02409 -5.23661 1.45410
H -0.23471 -5.28941 0.19800
H 1.46089 -4.94161 -0.24890
C 0.68369 4.61519 1.10280
H -0.23471 5.17439 0.85480
H 1.02409 4.96509 2.09460
H 1.46089 4.88529 0.36790
H 1.33759 2.60029 1.51230
H 1.33759 -2.81761 1.17220
H -1.08521 2.54159 -2.44960
H -1.08521 -2.26391 -2.75130
O -2.73551 -0.06641 0.66940
H -0.37441 -0.10001 -3.55160
H -1.08571 0.09849 -3.23530
C 1.31399 0.13909 3.50190
C -0.00561 0.00499 2.80250
C -1.24871 -0.20141 3.65190
O -0.00561 0.00499 1.53160
H 1.18899 0.09179 4.60470
H 1.78709 1.10709 3.24300
H 1.98299 -0.68741 3.18410
H -1.38611 0.66749 4.33060
H -2.16031 -0.30931 3.03680
H -1.13051 -1.11661 4.27000
```


# 3
Here is C20H45AlBFNO14 as an isolated structure from OMol25. Energies are from the ωB97M-V functional and the def2-TZVPD basis.

- net charge = -1
- HOMO energy (eV) = -4.39
- M (g/mol) = 580.365
- maximum force (hartree/bohr) = 0.02103
- calculated total energy (eV) = -61620.3667

Structure (XYZ):
```
83
C20H45AlBFNO14 | OMol25 | the ωB97M-V functional and the def2-TZVPD basis
C -5.63419 -1.54756 -4.69951
O -5.14717 -1.32903 -3.40386
C -3.74880 -1.05262 -3.34598
C -3.46891 0.38846 -2.92013
C -2.19380 0.98941 -3.54608
C -1.20664 1.57847 -2.53214
C -0.30149 0.51767 -1.86588
C 0.05384 0.75799 -0.38068
C 0.03832 -0.50084 0.51097
Al -1.51322 -1.78044 0.33325
F -1.79062 -2.46927 1.88299
B -0.96502 -3.40762 -1.02869
N -1.80201 -4.54418 -1.38468
O 0.35607 -3.48522 -1.58767
H -6.72000 -1.43382 -4.67363
H -5.22588 -0.82363 -5.41891
H -5.39386 -2.55701 -5.06340
H -3.29541 -1.25041 -4.32693
H -3.31552 -1.74225 -2.61384
H -3.39209 0.41604 -1.83124
H -4.34497 0.97655 -3.21214
H -2.48730 1.76484 -4.26239
H -1.66307 0.21204 -4.11172
H -1.73300 2.16925 -1.77424
H -0.56382 2.27900 -3.07985
H -0.72341 -0.48473 -2.00602
H 0.64100 0.53325 -2.42808
H -0.60040 1.52429 0.05085
H 1.06531 1.19186 -0.36165
H 0.02624 -0.16306 1.55997
H 0.98585 -1.04751 0.39957
H -2.85720 -1.02474 -0.19542
H -1.30679 -5.19058 -1.99855
H -2.67713 -4.29423 -1.82800
H 0.33875 -3.19120 -2.50389
C 3.10534 -4.85372 -2.30429
O 4.47682 -4.73665 -2.73188
C 4.63428 -4.51576 -4.02539
O 3.76387 -4.41968 -4.85238
O 5.94653 -4.41586 -4.28083
C 6.25364 -4.16842 -5.65216
H 3.14226 -5.02766 -1.23404
H 2.55881 -3.93890 -2.50242
H 2.62747 -5.69272 -2.80547
H 5.81311 -3.22915 -5.98244
H 5.88832 -4.97827 -6.28173
H 7.33724 -4.11261 -5.70414
C -2.30294 1.46140 3.60080
O -1.78398 2.56656 2.84441
C -2.59720 3.60462 2.74686
O -3.68724 3.71698 3.24781
O -1.99355 4.54046 2.00404
C -2.75991 5.73188 1.82357
H -1.53416 0.69573 3.57815
H -2.50631 1.76714 4.62581
H -3.20815 1.07614 3.13743
H -2.96742 6.20711 2.78153
H -3.69654 5.51230 1.31431
H -2.14400 6.38409 1.21099
C 1.86867 9.90475 4.01442
O 0.73633 9.04576 4.16050
C 1.03426 7.74210 4.12526
O 2.13863 7.28548 3.98874
O -0.09113 7.05458 4.26804
C 0.06987 5.62743 4.23444
H 1.47626 10.91623 4.06207
H 2.58277 9.73959 4.81932
H 2.35830 9.73556 3.05704
H 0.71693 5.29704 5.04452
H 0.47326 5.30700 3.27742
H -0.92638 5.21962 4.36733
C 4.28789 -5.10442 4.99875
O 3.65343 -5.44855 3.76972
C 2.81690 -4.50071 3.30703
O 2.60612 -3.45152 3.85611
O 2.29561 -4.92998 2.17339
C 1.35729 -4.02868 1.54194
H 4.92404 -5.94953 5.24800
H 4.88877 -4.20323 4.88517
H 3.55009 -4.94568 5.78394
H 1.83921 -3.08629 1.29329
H 0.49446 -3.84926 2.18019
H 1.04845 -4.53144 0.63239
```


# 4
Here is a 10-piece molecular cluster, C20H45BCl18N5O3 overall from OMol25. Energies are from the ωB97M-V functional and the def2-TZVPD basis.

- net charge = +1
- HOMO energy (eV) = -11.61
- M (g/mol) = 1052.578
- maximum force (hartree/bohr) = 0.02401
- calculated total energy (eV) = -261139.0176

Structure (XYZ):
```
92
C20H45BCl18N5O3 | OMol25 | the ωB97M-V functional and the def2-TZVPD basis
N -0.35699 0.35352 -1.15189
B -0.87456 0.59494 -2.47502
O -1.09025 -0.45123 -3.35106
N -1.19925 1.96804 -2.95845
C -2.51420 2.25861 -3.23756
N -2.88000 2.75705 -4.45446
N -3.44847 2.08479 -2.37130
C -4.85399 2.36536 -2.61996
O -5.43226 2.56338 -1.34163
N -6.80040 2.05182 -1.34671
O -7.44996 2.59301 -2.13149
H 0.66191 0.34971 -1.09051
H -0.73915 1.01752 -0.49087
H -2.03071 -0.68042 -3.33767
H -0.76295 2.69206 -2.39221
H -2.16660 3.38154 -4.80674
H -3.10610 2.03521 -5.13199
H -3.24126 1.73730 -1.44359
H -5.28432 1.47189 -3.04839
H -4.98106 3.22624 -3.25128
Cl -4.50074 -0.34312 -4.62604
C -5.69757 -0.73114 -5.90134
C -6.61125 0.43141 -6.17348
Cl -7.71456 0.75010 -4.80755
H -6.25139 -1.60869 -5.58123
H -5.12889 -0.98554 -6.79323
H -7.23468 0.20995 -7.03784
H -6.04953 1.34212 -6.37692
Cl 5.01795 2.24721 0.14235
C 3.74720 1.35732 1.01871
C 3.60423 -0.06002 0.51937
Cl 2.95146 -0.09356 -1.14638
H 2.81660 1.91004 0.90980
H 4.02721 1.35186 2.06656
H 2.90578 -0.61504 1.14137
H 4.55569 -0.58389 0.51700
Cl 5.96890 1.53031 4.94231
C 4.70666 0.61939 5.81236
C 4.56880 -0.78612 5.29242
Cl 3.91766 -0.80998 3.63223
H 3.77600 1.17280 5.72050
H 4.99248 0.59631 6.86206
H 3.87598 -1.34788 5.91594
H 5.52102 -1.30920 5.27970
Cl -4.32994 3.35059 -8.21276
C -6.05900 3.76022 -8.39284
C -6.44743 4.97259 -7.58827
Cl -6.35881 4.65377 -5.83696
H -6.63705 2.88966 -8.09469
H -6.23518 3.94716 -9.45008
H -7.47564 5.24644 -7.81572
H -5.80678 5.82284 -7.80417
Cl 3.23094 -4.46441 4.94938
C 3.66074 -4.59142 3.22427
C 5.06122 -5.11149 3.02706
Cl 6.27189 -3.93132 3.58545
H 3.53990 -3.60706 2.78030
H 2.94458 -5.26897 2.76477
H 5.24205 -5.28232 1.96742
H 5.22649 -6.04303 3.56122
Cl 0.53622 -3.44783 3.13184
C -0.72160 -4.26366 4.09495
C -0.99860 -5.65669 3.59603
Cl -1.79028 -5.65792 1.99631
H -1.61423 -3.64443 4.07420
H -0.35476 -4.31098 5.11919
H -1.67179 -6.16465 4.28393
H -0.08807 -6.23895 3.51712
Cl -1.72040 5.51770 -2.78583
C -0.17734 6.40004 -2.56195
C 0.99918 5.56493 -2.98788
Cl 1.23857 4.17592 -1.89820
H -0.10746 6.69056 -1.51780
H -0.23393 7.29948 -3.17123
H 1.91329 6.15418 -2.96270
H 0.86369 5.18131 -3.99562
Cl -2.91932 -9.33771 5.92102
C -2.58090 -9.46566 4.17645
C -1.19958 -10.00009 3.90144
Cl 0.07325 -8.84883 4.38824
H -2.71840 -8.48119 3.73581
H -3.32356 -10.14020 3.75477
H -1.08264 -10.17223 2.83314
H -1.01882 -10.93461 4.42494
Cl 8.01461 4.57359 7.65283
C 8.46557 4.50524 5.93023
C 9.90278 4.09947 5.73312
Cl 11.03837 5.35048 6.29769
H 8.26511 5.48012 5.49409
H 7.81012 3.77395 5.46109
H 10.09690 3.94863 4.67265
H 10.12982 3.17783 6.26201
```


Q: Which of these has the highest M?
A: C20H45BCl18N5O3